Record 1
DFT (ωB97M-V with the def2-TZVPD basis set) results for a molecular structure, C28H25BGeN6Rh in a non-equilibrium geometry.

XYZ file:
```
62
Properties=species:S:1:pos:R:3:forces:R:3
Rh -0.33601 -0.05713 0.16457 0.6 -1.8 0.1
C -1.92800 2.73199 -2.84059 0.0 0.0 -0.1
C -1.84453 2.23811 -1.53286 0.0 -0.1 0.0
N -1.19208 1.08408 -1.51312 0.0 0.2 0.0
N -0.83118 0.81403 -2.78842 -0.2 -0.1 0.2
C -1.26647 1.79014 -3.60153 0.0 -0.1 -0.1
B 0.01631 -0.44238 -3.11936 0.1 0.3 -0.3
N -0.70096 -1.68533 -2.61114 0.0 -0.2 -0.1
C -1.32646 -2.65853 -3.29827 0.0 0.0 -0.1
C -1.94682 -3.48890 -2.38845 0.0 0.0 0.0
C -1.63994 -2.91942 -1.14357 0.2 0.0 0.2
N -0.88303 -1.84385 -1.29561 -0.3 0.1 -0.2
N 1.37902 -0.26294 -2.42480 0.1 -0.2 0.2
C 2.59655 -0.08192 -2.96211 0.0 0.0 -0.1
C 3.49149 0.16097 -1.94031 0.0 0.0 0.0
C 2.70900 0.11250 -0.77953 -0.1 -0.2 0.1
N 1.44587 -0.15407 -1.08336 0.1 0.4 -0.2
H -2.39726 3.63983 -3.17723 0.0 0.0 0.0
H -2.21801 2.65226 -0.61255 0.0 0.0 0.0
H -1.06534 1.73546 -4.65847 0.0 0.0 0.0
H 0.17176 -0.53663 -4.30939 0.0 0.1 -0.1
H -1.28096 -2.68184 -4.37459 0.0 0.0 0.0
H -2.52887 -4.37070 -2.59253 0.0 0.0 0.0
H -1.91105 -3.23219 -0.14830 0.0 0.0 0.0
H 2.72910 -0.13475 -4.02982 0.0 0.0 0.0
H 4.54828 0.34636 -2.01971 0.0 0.0 0.0
H 2.98281 0.24972 0.25282 0.0 0.0 0.0
C -0.18892 0.14977 1.85304 -0.8 1.3 0.0
Ge -0.00690 1.82217 2.83252 0.2 0.1 0.7
C 1.72030 2.68431 2.45669 0.0 0.0 0.0
C 2.74872 2.81356 3.39083 0.0 0.0 0.0
C 3.98925 3.32412 3.03251 0.0 0.0 0.0
C 4.23166 3.70892 1.72094 0.0 0.0 0.0
C 3.22807 3.56918 0.77320 0.0 0.0 0.0
C 1.99030 3.05956 1.13957 -0.1 0.0 -0.1
C -0.37468 1.85564 4.79521 0.1 0.1 -0.1
C 0.15797 2.78274 5.69210 -0.1 0.1 0.0
C -0.18178 2.76949 7.03855 0.0 0.0 0.0
C -1.07616 1.82434 7.52079 0.0 0.0 0.0
C -1.62494 0.89974 6.64478 0.0 0.0 0.1
C -1.27277 0.91811 5.30298 0.0 -0.2 -0.1
C -1.41963 2.98962 2.11472 0.0 -0.1 0.0
C -1.20258 4.31509 1.75428 0.1 0.1 0.0
C -2.23600 5.10704 1.26500 0.0 0.0 0.0
C -3.51296 4.58191 1.14028 0.0 0.0 0.0
C -3.74795 3.25996 1.50015 0.0 0.0 0.0
C -2.70905 2.47296 1.97379 0.0 0.0 0.0
H 2.59902 2.49014 4.41212 -0.1 0.0 0.1
H 4.77084 3.41038 3.77854 0.0 0.0 0.0
H 5.20105 4.10095 1.43699 0.0 0.0 0.0
H 3.40871 3.83977 -0.26030 0.0 0.0 0.0
H 1.22494 2.93114 0.37994 0.0 0.0 0.0
H 0.83043 3.55290 5.33617 0.1 0.0 0.0
H 0.24897 3.50411 7.70940 0.0 0.0 0.0
H -1.34535 1.81111 8.57015 0.0 0.0 0.0
H -2.32619 0.15762 7.00826 0.0 0.0 0.0
H -1.69406 0.17265 4.63550 0.0 0.0 0.0
H -0.20929 4.74290 1.84538 0.0 0.0 0.0
H -2.03737 6.13353 0.97940 0.0 0.0 0.0
H -4.31896 5.19617 0.75654 0.0 0.0 0.0
H -4.73928 2.83535 1.39263 0.0 0.0 0.0
H -2.89321 1.43116 2.21039 0.0 0.0 0.0
```
Positions in Å, forces in eV/Å.

Values from the calculation:
HOMO level: -0.1012 Ha
total energy: -3622.85503 hartree
net charge: -1
E_LUMO: 2.8977 eV

natural (NBO) atomic charge list, values in e, 5 entries: 0.3361, -0.3649, -0.0338, -0.2884, -0.3242

=====

Record 2
DFT (ωB97M-V with the def2-TZVPD basis set) results for a molecular structure, C28H25BN7O8SZr in a non-equilibrium geometry.

XYZ file:
```
71
Properties=species:S:1:pos:R:3:forces:R:3
Zr 0.83624 0.49196 -0.28061 -0.4 0.0 0.1
O -6.04287 4.30845 -0.54034 -0.1 0.1 0.4
N -5.65806 3.16671 -0.47894 0.2 -0.1 -1.0
O -6.35841 2.19094 -0.64279 0.0 0.0 0.3
C -4.18068 2.95383 -0.35832 -0.4 -0.4 0.2
C -3.45140 4.07530 -0.30917 0.3 0.2 0.1
C -2.02715 4.00889 -0.18262 -0.3 0.3 0.0
C -1.21891 5.15367 -0.08944 0.0 0.1 0.0
C 0.13524 5.01118 0.05467 0.0 0.0 0.0
C 0.67270 3.72406 0.08886 0.1 -0.1 0.0
N -0.07212 2.63236 -0.00286 -0.2 0.0 -0.1
C -1.41547 2.76723 -0.13424 0.3 -0.2 0.1
C -2.20281 1.56785 -0.19164 0.2 -0.2 0.1
N -1.50824 0.39847 -0.10343 -0.1 0.0 -0.2
C -2.18522 -0.73741 -0.07482 0.0 0.1 0.1
C -3.57637 -0.77275 -0.16787 0.0 -0.1 0.0
C -4.28096 0.38787 -0.28886 -0.1 0.2 0.0
C -3.59435 1.62731 -0.28830 -0.2 0.1 0.0
H -3.95017 5.03328 -0.35287 0.0 0.0 0.0
H -1.67561 6.13536 -0.12731 0.0 0.0 0.0
H 0.79307 5.86417 0.13555 0.0 0.0 0.0
H 1.73727 3.57001 0.19152 0.0 0.0 0.0
H -1.62059 -1.64636 0.03858 0.0 0.0 0.0
H -4.07724 -1.72994 -0.14530 0.0 0.0 0.0
H -5.35260 0.36497 -0.37094 0.0 0.0 0.0
O 0.16791 0.75534 -2.46753 0.0 0.2 -0.1
C 1.37043 0.97969 -2.71654 0.3 0.3 0.1
N 2.08344 1.64800 -1.74842 0.0 -0.2 -0.3
S 3.51433 0.83061 -1.62168 -0.3 -0.1 0.1
O 3.05006 -0.28361 -0.75905 0.3 0.2 0.0
O 4.63747 1.59473 -1.22314 0.1 -0.1 -0.1
C 3.51999 0.25458 -3.27925 0.1 0.0 -0.1
C 4.53956 -0.30302 -4.01171 -0.1 -0.1 -0.1
C 4.20745 -0.75110 -5.29001 0.0 0.0 0.0
C 2.90905 -0.65760 -5.77876 0.0 0.0 0.0
C 1.88615 -0.10240 -5.01209 0.0 -0.1 -0.1
C 2.21775 0.36916 -3.76192 0.0 0.1 0.1
H 5.54302 -0.39617 -3.61965 0.0 0.0 0.0
H 4.97802 -1.18890 -5.91029 0.0 0.0 0.0
H 2.69102 -1.02448 -6.77241 0.0 0.0 0.0
H 0.87255 -0.03442 -5.38319 0.0 0.0 0.0
B 0.36461 -4.25774 -0.40769 -0.1 0.0 0.0
C 0.54498 -2.72874 -0.55789 0.1 -0.2 -0.1
N 0.63568 -1.57205 -0.67496 -0.1 -0.3 0.0
H 1.38671 -4.78000 -0.79338 -0.1 0.1 0.0
H -0.60452 -4.52151 -1.09537 0.1 0.0 0.1
H 0.15614 -4.43019 0.77806 0.0 0.0 -0.1
C 0.80155 2.42934 4.29540 -0.1 0.0 0.0
C 2.26421 2.06991 4.08496 0.1 0.0 0.1
C 2.52132 0.69316 3.42344 -0.2 -0.1 0.0
C 4.03000 0.48923 3.22223 0.1 0.0 0.0
C 4.38997 -0.84791 2.58822 0.0 -0.1 0.0
C 1.97609 -0.38532 4.35076 0.0 0.0 0.2
O 2.49681 -0.62336 5.40828 0.0 0.0 0.0
N 0.82622 -1.05776 3.95872 0.1 0.0 -0.1
C 0.15007 -0.92839 2.76267 0.1 0.2 -0.1
O -0.85128 -1.54063 2.51104 -0.1 0.0 -0.1
N 0.71247 -0.01696 1.85148 0.0 -0.2 0.3
C 1.80317 0.68237 2.12055 0.1 0.3 -0.1
O 2.18644 1.41374 1.14106 0.1 0.1 0.5
H 0.72247 3.41943 4.74309 0.0 0.0 0.0
H 0.30266 1.72927 4.96915 0.0 0.0 0.0
H 0.23880 2.45165 3.35643 0.0 0.0 0.0
H 2.78852 2.03281 5.04071 0.0 0.0 0.0
H 2.76379 2.81899 3.46770 0.0 0.0 0.0
H 4.48111 0.57416 4.21077 0.0 0.0 0.0
H 4.39674 1.31864 2.61560 0.0 0.0 0.0
H 4.09995 -1.68351 3.22831 0.0 0.0 0.0
H 5.46604 -0.91788 2.43356 0.0 0.0 0.0
H 3.91812 -0.98118 1.61070 0.0 0.0 0.0
H 0.45946 -1.75018 4.59941 0.0 0.0 0.0
```
Positions in Å, forces in eV/Å.

Values from the calculation:
HOMO level: -0.4508 Ha
total energy: -2537.26103 hartree
net charge: +1
E_LUMO: -4.2790 eV

Mulliken atomic charge list, values in e, 5 entries: -0.7606, -0.6235, 1.0671, -0.6141, -0.8105

=====

Record 3
DFT (ωB97M-V with the def2-TZVPD basis set) results for 2 unconnected molecules or ions with the total composition C28H25ClFN2 in a non-equilibrium geometry.

XYZ file:
```
57
Properties=species:S:1:pos:R:3:forces:R:3
F -3.01211 -6.06010 1.24519 0.7 1.2 -0.8
C -2.57082 -4.93085 0.59300 -0.2 -0.9 0.7
C -3.10650 -4.65451 -0.66448 0.4 0.7 0.1
C -2.65434 -3.49734 -1.31493 -0.2 -0.2 0.0
C -1.76602 -2.62932 -0.69511 0.4 0.4 0.6
C -1.30720 -2.85565 0.64461 -0.1 -1.5 -0.9
C -0.61771 -1.80106 1.30880 -1.1 -0.2 1.2
C -0.66352 -1.48387 2.69664 0.2 0.2 0.7
C -0.32132 -0.14900 3.09774 0.1 -0.2 -0.3
C -0.39876 0.26560 4.41839 -0.1 0.0 0.1
C -0.76731 -0.63712 5.42885 0.2 0.0 -0.7
C -1.08538 -1.95629 5.07775 -0.1 -0.3 -0.3
C -1.08229 -2.36368 3.74657 -0.1 0.2 0.2
C -1.62999 -4.12759 1.21833 -0.5 0.4 -0.1
H -3.83426 -5.32348 -1.11753 0.2 0.1 0.1
H -3.01804 -3.27552 -2.31832 0.1 0.0 0.3
H -1.43339 -1.72460 -1.21057 -0.2 -0.3 0.2
H -0.13832 -1.07078 0.67158 -0.4 0.0 0.2
H -0.02767 0.55594 2.31897 0.0 -0.1 0.2
H -0.17004 1.30025 4.67582 0.0 -0.3 -0.1
H -0.81273 -0.31385 6.46979 0.0 -0.1 -0.3
H -1.35401 -2.67063 5.85815 0.0 0.2 -0.3
H -1.41787 -3.36753 3.51032 0.1 0.3 0.3
H -1.15316 -4.47067 2.13270 -0.3 0.0 -0.3
C -1.52329 1.27155 -1.78468 0.2 0.0 0.1
N -0.44391 1.53183 -0.86193 -0.7 -0.5 -0.1
C 0.74275 0.71366 -0.82572 -0.5 -0.7 0.9
H 0.46409 -0.23046 -0.18878 1.2 1.2 -1.7
C 1.28578 0.31650 -2.17928 0.0 -0.1 -0.4
C 1.47866 1.32250 -3.13654 0.3 -0.3 -0.2
C 2.13522 1.01915 -4.33307 -0.3 -0.7 0.8
Cl 2.44393 2.28426 -5.44859 0.0 0.1 -0.3
C 2.55268 -0.29209 -4.59898 -0.1 0.1 0.3
C 2.31677 -1.29204 -3.65211 -0.1 0.1 -0.1
C 1.67723 -0.99396 -2.44472 0.0 0.3 0.0
N 1.66798 1.54229 -0.08231 0.5 -0.6 0.6
C 3.10092 1.37164 -0.18807 0.0 0.0 -0.1
C 1.08309 2.74529 0.25789 -0.2 1.2 -0.6
C -0.24161 2.72857 -0.21103 0.3 1.3 -0.4
C -1.01291 3.89047 -0.26191 0.3 -0.6 0.3
C -0.41139 5.07852 0.15902 0.5 0.2 0.4
C 0.91730 5.09886 0.62209 -0.6 0.2 0.0
C 1.68533 3.93263 0.67689 -0.3 -0.6 0.1
H -2.27814 2.05495 -1.67556 0.1 -0.3 -0.1
H -1.16655 1.26246 -2.82498 -0.2 0.0 0.2
H -1.97515 0.29816 -1.56036 -0.2 0.2 -0.1
H 1.15463 2.35037 -2.96843 0.1 -0.2 0.1
H 3.05893 -0.50089 -5.53747 -0.1 -0.1 0.2
H 2.64316 -2.31334 -3.84878 -0.1 0.3 0.0
H 1.48571 -1.75809 -1.68401 0.2 0.1 -0.3
H 3.58757 2.03285 0.53512 -0.1 -0.3 -0.1
H 3.36442 0.33158 0.02978 0.1 0.2 0.0
H 3.47879 1.62446 -1.19326 -0.1 -0.1 0.2
H -2.03313 3.84015 -0.64131 0.3 0.3 0.1
H -0.97485 6.01056 0.11951 0.1 -0.3 0.0
H 1.35515 6.04751 0.93132 -0.1 -0.3 -0.1
H 2.72358 3.92174 1.00799 -0.3 0.2 -0.1
```
Positions in Å, forces in eV/Å.

Values from the calculation:
HOMO level: -0.3385 Ha
total energy: -1751.23155 hartree
net charge: +1
E_LUMO: -6.0760 eV

natural (NBO) atomic charge list, values in e, 5 entries: -0.3083, 0.3930, -0.1673, -0.2083, -0.1098

=====

Record 4
DFT (ωB97M-V with the def2-TZVPD basis set) results for 3 unconnected molecules or ions with the total composition C28H25F6IO6 in a non-equilibrium geometry.

XYZ file:
```
66
Properties=species:S:1:pos:R:3:forces:R:3
C -2.14391 8.78953 -4.18061 0.4 -0.2 -0.7
C -1.77049 7.63925 -4.16132 -1.3 -0.5 0.5
C -1.69956 6.14272 -4.04294 1.3 0.6 -0.1
C -0.89376 5.64067 -2.83166 -0.1 -1.0 0.5
C -0.05791 6.43547 -2.03873 0.5 0.4 0.4
C 0.70347 5.92334 -0.94721 -0.9 -0.9 -0.7
C 0.59014 4.55396 -0.68076 -0.1 -0.7 0.1
C -0.28554 3.72478 -1.44662 0.4 0.1 0.1
C -1.02270 4.25235 -2.50818 0.4 0.7 0.3
C -0.36022 2.22765 -1.08701 0.9 0.7 0.2
O -1.40847 1.63471 -1.03612 0.1 0.0 -0.3
C 1.01293 1.60360 -0.75896 -0.2 0.8 0.2
C 1.37704 0.32501 -1.22920 -0.4 0.0 0.5
C 0.38228 -0.47131 -2.09387 0.2 -0.2 -0.8
C 0.32403 0.14835 -3.54646 1.5 0.8 0.4
C 1.73279 0.72782 -3.98854 -1.2 -0.6 -0.4
I -0.16184 -1.35985 -5.04206 -0.3 0.4 0.5
C 2.67163 -0.15585 -0.90972 -0.5 1.0 0.3
C 3.51544 0.65697 -0.13418 0.4 0.2 0.0
C 3.15765 1.94572 0.33933 -0.6 -0.6 -0.3
C 1.88023 2.43511 0.01991 -0.3 -0.6 -0.5
C 1.37675 3.83312 0.42907 0.1 -0.1 -0.9
O 1.60479 4.33091 1.50206 0.2 -0.1 -0.2
H -2.42401 9.80762 -4.42600 0.3 -0.6 0.4
H -1.17187 5.77653 -4.95289 -0.4 0.1 0.5
H -2.69208 5.66036 -4.02327 0.3 0.6 -0.1
H 0.03560 7.51537 -2.24422 -0.2 -0.7 -0.1
H 1.35713 6.54782 -0.32714 -0.4 -0.2 -0.4
H -1.66983 3.59098 -3.10101 0.2 0.4 0.3
H 0.70641 -1.53001 -2.18093 0.0 0.7 0.1
H -0.63737 -0.49038 -1.67608 0.6 0.1 0.0
H -0.37201 1.00621 -3.60364 -0.1 -0.9 -0.1
H 2.49862 0.00840 -3.64904 -0.1 0.6 -0.4
H 1.88510 1.75161 -3.59806 0.1 -0.6 0.1
H 1.70269 0.79064 -5.09447 0.4 0.0 0.6
H 3.01791 -1.13138 -1.27279 -0.2 0.5 0.2
H 4.52939 0.28708 0.09070 -0.6 0.2 -0.1
H 3.86402 2.54251 0.92855 -0.4 -0.3 -0.3
C -0.11072 -5.39819 1.91499 0.4 0.1 0.0
C -0.45636 -5.68124 0.46878 -0.5 -0.2 0.6
O 0.44620 -4.99376 -0.41745 0.3 0.1 -0.5
C 1.60957 -5.59497 -0.65264 -0.9 -0.3 0.6
O 1.95295 -6.64211 -0.19048 0.4 0.1 -0.3
C 2.43231 -4.76717 -1.64386 0.8 0.6 -0.8
F 2.40985 -3.45348 -1.35205 -0.2 -0.2 0.2
F 1.96475 -4.89476 -2.89427 -0.2 -0.2 0.2
F 3.71562 -5.13129 -1.66683 -0.2 -0.2 0.3
H -0.08467 -4.32336 2.09928 -0.2 0.0 0.0
H -0.83872 -5.85037 2.58378 0.1 0.0 -0.2
H 0.87693 -5.78953 2.16513 -0.1 -0.1 0.0
H -1.45351 -5.30292 0.24668 0.2 0.2 -0.2
H -0.46405 -6.75131 0.25875 0.2 0.1 -0.1
C -2.69980 -0.69105 5.57353 -0.1 -0.2 -0.3
C -1.97938 -1.68447 6.46065 0.1 0.7 0.1
O -2.49759 -3.01322 6.26722 0.0 -0.5 0.0
C -2.00534 -3.68643 5.23090 0.2 0.9 0.4
O -1.18335 -3.26643 4.46975 -0.1 -0.6 -0.2
C -2.61833 -5.09525 5.19007 -0.7 -1.2 -0.1
F -3.94043 -5.07912 5.40873 0.1 0.4 0.0
F -2.08395 -5.88924 6.13086 0.2 0.4 0.0
F -2.43252 -5.71035 4.01373 0.1 0.5 0.2
H -3.77756 -0.74456 5.73583 0.0 0.1 0.1
H -2.36074 0.32395 5.78072 0.0 0.0 0.0
H -2.52318 -0.90637 4.51896 0.1 0.0 0.0
H -2.15061 -1.43768 7.50761 -0.1 -0.3 0.0
H -0.90187 -1.66273 6.29568 -0.1 -0.2 -0.1
```
Positions in Å, forces in eV/Å.

Values from the calculation:
HOMO level: -0.3427 Ha
total energy: -2430.25672 hartree
net charge: 0
SMILES: C#CCc1ccc2c(c1)C(=O)c1c(C[C@@H](C)I)cccc1C2=O.CCOC(=O)C(F)(F)F.CCOC(=O)C(F)(F)F
E_LUMO: -0.5498 eV

natural (NBO) atomic charge list, values in e, 5 entries: -0.2227, -0.0237, -0.4970, 0.0162, -0.2113